Entry from OMol25: C35H54N5O10RuS4 as an isolated structure at a distorted geometry (wB97M-V/def2-TZVPD).

The value obtained for the molar mass is 934.180 g mol⁻¹. The relative energy (zero: lowest compared OMol25 entry of this formula, charge and spin) is 25.6 kJ/mol. Its spin multiplicity is 6. The HOMO energy (alpha / beta) comes out at -7.68 / -8.83 eV. Its total charge is 0.

Geometry (Å):
Ru1 -17.731 3.116 12.832
C1 -15.203 5.195 13.159
O1 -16.648 5.193 13.183
C2 -17.185 5.703 14.463
C3 -18.200 6.816 14.208
O2 -19.200 6.281 13.328
C4 -20.431 7.000 13.294
C5 -21.442 6.523 14.354
O3 -21.907 5.312 13.848
C6 -22.475 4.510 14.847
H1 -14.879 6.265 13.092
H2 -14.829 4.723 14.039
H3 -14.948 4.682 12.221
H4 -17.642 4.869 14.963
H5 -16.339 6.012 15.090
H6 -18.638 7.066 15.196
H7 -17.686 7.691 13.755
H8 -20.233 8.083 13.453
H9 -20.842 6.792 12.287
H10 -20.943 6.326 15.299
H11 -22.331 7.151 14.497
H12 -23.375 5.024 15.280
H13 -22.775 3.566 14.372
H14 -21.776 4.305 15.668
S1 -22.086 3.442 10.790
C7 -21.408 2.025 10.098
C8 -20.094 1.929 10.526
N1 -19.646 2.961 11.358
C9 -20.609 3.842 11.518
H15 -21.978 1.383 9.433
H16 -19.428 1.130 10.258
H17 -20.559 4.675 12.205
C10 -16.748 -3.847 16.862
C11 -16.512 -2.928 15.645
S2 -14.804 -3.207 15.118
O4 -13.996 -3.172 16.324
O5 -14.807 -4.378 14.274
C12 -14.324 -1.724 14.234
C13 -14.576 -1.751 12.728
N2 -14.906 -0.456 12.160
C14 -16.156 -0.017 11.833
N3 -16.105 1.234 11.331
C15 -14.790 1.613 11.316
C16 -14.052 0.576 11.809
N4 -12.617 0.523 11.911
O6 -11.975 1.552 11.774
O7 -12.120 -0.561 12.068
C17 -17.371 -0.780 12.154
H18 -17.807 -3.785 17.125
H19 -16.179 -3.435 17.743
H20 -16.367 -4.850 16.706
H21 -16.611 -1.883 15.881
H22 -17.140 -3.131 14.787
H23 -13.301 -1.629 14.533
H24 -14.866 -0.930 14.640
H25 -15.418 -2.392 12.454
H26 -13.719 -2.162 12.189
H27 -14.463 2.543 10.892
H28 -17.311 -1.806 11.832
H29 -18.199 -0.264 11.667
H30 -17.544 -0.725 13.267
O8 -16.014 2.304 14.104
S3 -16.686 1.537 15.211
O9 -16.484 0.089 15.053
O10 -16.422 2.081 16.515
S4 -18.607 1.898 14.649
C18 -18.000 -0.350 8.293
C19 -17.377 0.897 7.804
C20 -17.097 1.009 6.442
C21 -16.449 2.164 5.940
C22 -15.958 2.282 4.513
C23 -16.258 3.262 6.797
C24 -16.659 3.198 8.136
C25 -17.090 1.973 8.623
N5 -16.575 4.130 9.141
C26 -16.876 5.579 8.939
C27 -15.728 6.350 9.607
C28 -16.030 7.840 9.627
C29 -17.279 8.041 10.504
C30 -18.457 7.354 9.788
C31 -18.700 7.801 8.332
C32 -17.411 7.621 7.529
C33 -16.263 8.419 8.243
C34 -17.060 6.096 7.496
C35 -18.160 5.853 9.755
H31 -17.626 -0.705 9.253
H32 -17.867 -1.166 7.604
H33 -19.089 -0.203 8.450
H34 -17.310 0.205 5.744
H35 -14.929 2.060 4.450
H36 -16.140 3.278 4.155
H37 -16.463 1.472 3.897
H38 -15.761 4.160 6.470
H39 -17.281 1.939 9.674
H40 -14.771 6.200 9.085
H41 -15.625 5.853 10.581
H42 -15.194 8.404 10.098
H43 -17.504 9.121 10.602
H44 -17.149 7.674 11.539
H45 -19.332 7.576 10.381
H46 -19.064 8.837 8.297
H47 -19.531 7.166 7.982
H48 -17.622 7.957 6.480
H49 -16.499 9.457 8.358
H50 -15.293 8.329 7.736
H51 -16.112 5.965 6.916
H52 -17.836 5.560 6.974
H53 -18.970 5.322 9.291
H54 -18.027 5.447 10.799

Entry from OMol25: C35H55BBiF5N14O6S2 as an isolated structure at a distorted geometry (wB97M-V/def2-TZVPD).

The value obtained for the molar mass is 1146.833 g mol⁻¹. The relative energy (zero: lowest compared OMol25 entry of this formula, charge and spin) is 11.1 kJ/mol. The HOMO energy comes out at -6.50 eV. Its total charge is 0.

Geometry (Å):
Bi1 -0.007 -0.087 -0.063
C1 4.292 2.220 1.197
C2 3.031 2.785 0.530
C3 3.261 4.240 0.117
C4 1.889 2.665 1.496
C5 1.666 3.507 2.600
C6 0.597 2.952 3.266
N1 0.208 1.860 2.591
N2 0.984 1.680 1.504
B1 -0.849 0.847 3.035
N3 -2.072 0.918 2.079
C7 -3.265 1.321 2.501
C8 -4.137 1.278 1.442
C9 -3.402 0.838 0.340
N4 -2.120 0.592 0.753
C10 -4.149 0.723 -0.976
C11 -3.795 1.805 -1.998
C12 -4.102 -0.663 -1.613
N5 -0.255 -0.538 3.047
C13 -0.142 -1.327 4.127
C14 0.631 -2.405 3.801
C15 0.947 -2.251 2.444
N6 0.416 -1.099 1.999
C16 1.857 -3.215 1.746
C17 3.270 -3.057 2.328
C18 1.906 -3.107 0.230
H1 5.160 2.346 0.547
H2 4.167 1.158 1.399
H3 4.489 2.737 2.139
H4 2.826 2.189 -0.360
H5 3.525 4.850 0.982
H6 2.374 4.674 -0.351
H7 4.091 4.293 -0.589
H8 2.214 4.392 2.872
H9 0.093 3.248 4.171
H10 -1.221 1.142 4.128
H11 -3.421 1.608 3.527
H12 -5.179 1.549 1.442
H13 -5.182 0.907 -0.676
H14 -2.821 1.610 -2.426
H15 -3.821 2.798 -1.541
H16 -4.525 1.791 -2.809
H17 -3.131 -0.824 -2.070
H18 -4.869 -0.737 -2.385
H19 -4.294 -1.442 -0.875
H20 -0.607 -1.055 5.059
H21 0.880 -3.248 4.415
H22 1.477 -4.204 2.022
H23 3.661 -2.062 2.101
H24 3.937 -3.799 1.886
H25 3.268 -3.195 3.408
H26 2.292 -2.134 -0.073
H27 0.916 -3.251 -0.192
H28 2.568 -3.871 -0.177
N7 -0.384 2.441 -0.890
C19 0.350 2.683 -2.142
C20 0.045 4.127 -2.600
C21 0.749 4.799 -3.796
C22 2.280 4.719 -3.860
N8 2.681 3.454 -4.436
C23 3.894 2.961 -4.511
N9 4.963 3.624 -4.047
N10 4.072 1.822 -5.195
C24 -0.038 1.537 -3.118
O1 0.284 1.611 -4.323
O2 -0.651 0.578 -2.589
H29 -1.382 2.525 -1.054
H30 -0.099 3.101 -0.175
H31 1.421 2.564 -1.937
H32 0.234 4.762 -1.728
H33 -1.031 4.170 -2.793
H34 0.481 5.855 -3.748
H35 0.349 4.406 -4.732
H36 2.717 4.864 -2.864
H37 2.643 5.523 -4.507
H38 1.888 2.798 -4.655
H39 4.813 4.383 -3.407
H40 5.817 3.106 -3.928
H41 3.250 1.259 -5.353
H42 4.936 1.323 -5.078
F1 2.836 -0.087 -0.266
C25 3.299 0.167 -1.590
F2 2.200 -0.373 -2.333
C26 4.395 -0.875 -1.749
F3 4.033 -2.168 -1.885
F4 5.125 -0.601 -2.893
F5 5.262 -0.807 -0.731
S1 -1.773 -5.731 2.913
C27 -2.175 -4.728 1.656
N11 -1.646 -3.600 1.313
C28 -3.290 -4.674 -7.971
C29 -2.643 -4.323 -6.638
S2 -3.162 -5.588 -5.447
O3 -4.563 -5.381 -5.186
O4 -2.721 -6.861 -5.949
C30 -2.248 -5.222 -3.930
C31 -2.782 -3.923 -3.336
N12 -2.205 -3.559 -2.048
C32 -1.267 -2.607 -1.848
N13 -1.216 -2.131 -0.628
C33 -2.205 -2.881 0.212
C34 -2.785 -3.837 -0.803
N14 -3.132 -5.038 -0.471
O5 -3.302 -5.236 0.882
O6 -3.366 -5.993 -1.221
C35 -0.343 -2.233 -2.946
H43 -3.058 -3.918 -8.719
H44 -4.372 -4.734 -7.852
H45 -2.932 -5.642 -8.316
H46 -2.991 -3.360 -6.264
H47 -1.554 -4.349 -6.688
H48 -1.191 -5.194 -4.196
H49 -2.442 -6.054 -3.254
H50 -3.856 -4.042 -3.196
H51 -2.613 -3.088 -4.018
H52 -2.940 -2.148 0.579
H53 -0.351 -2.982 -3.734
H54 0.668 -2.146 -2.543
H55 -0.588 -1.253 -3.353

Entry from OMol25: a 4-piece molecular cluster, C35H55BrF3N2O14S overall at a distorted geometry (wB97M-V/def2-TZVPD).

The value obtained for the molar mass is 896.790 g mol⁻¹. The HOMO energy comes out at -10.87 eV. Its total charge is +1.

Geometry (Å):
C1 -4.242 -0.056 -0.197
C2 -3.566 -0.104 -1.353
C3 -2.528 0.901 -1.795
C4 -0.993 0.580 -1.829
C5 -0.460 1.535 -0.712
C6 0.959 1.575 -0.193
C7 0.981 2.377 1.125
C8 2.397 2.833 1.470
C9 2.525 3.319 2.915
O1 3.717 2.802 3.478
C10 3.694 2.660 4.889
C11 3.863 1.194 5.287
C12 -0.619 -0.895 -1.530
C13 -1.315 -1.967 -2.406
C14 -0.958 -1.336 -0.076
C15 0.211 -1.691 0.837
O2 0.859 -2.699 0.672
N1 0.384 -0.818 1.928
C16 -0.631 -1.080 2.967
C17 1.734 -0.826 2.491
O3 0.796 -1.149 -1.688
C18 1.433 -0.752 -2.846
S1 1.235 -2.114 -4.139
C19 2.962 -0.780 -2.579
C20 3.517 0.190 -1.570
O4 3.721 1.344 -1.830
O5 3.790 -0.326 -0.339
C21 1.061 0.684 -3.336
Br1 1.753 0.995 -5.121
N2 -0.405 1.034 -3.211
C22 -0.616 2.508 -3.344
C23 0.355 3.404 -3.476
C24 -1.168 0.428 -4.382
C25 -1.547 1.341 -5.550
C26 -2.047 0.442 -6.667
F1 -2.486 1.216 -7.679
F2 -3.089 -0.318 -6.285
F3 -1.093 -0.350 -7.172
H1 -3.807 0.292 0.734
H2 -5.270 -0.399 -0.188
H3 -3.854 -0.881 -2.055
H4 -2.699 1.786 -1.189
H5 -2.883 1.217 -2.773
H6 -0.760 2.559 -0.944
H7 -1.101 1.307 0.141
H8 1.614 2.154 -0.841
H9 1.417 0.617 0.024
H10 0.506 1.809 1.925
H11 0.357 3.262 0.952
H12 2.626 3.676 0.812
H13 3.136 2.067 1.241
H14 1.648 2.992 3.484
H15 2.565 4.413 2.945
H16 2.765 3.043 5.317
H17 4.502 3.244 5.336
H18 2.908 0.680 5.343
H19 4.380 1.119 6.243
H20 4.463 0.684 4.535
H21 -1.239 -1.828 -3.477
H22 -2.341 -2.152 -2.110
H23 -0.774 -2.888 -2.185
H24 -1.545 -2.253 -0.118
H25 -1.595 -0.625 0.437
H26 -0.705 -0.207 3.614
H27 -1.595 -1.305 2.518
H28 -0.296 -1.921 3.578
H29 1.684 -0.360 3.475
H30 2.144 -1.823 2.642
H31 2.395 -0.199 1.898
H32 2.342 -1.913 -4.859
H33 3.506 -0.633 -3.509
H34 3.169 -1.800 -2.261
H35 4.718 -0.591 -0.276
H36 1.664 1.368 -2.755
H37 -1.646 2.836 -3.266
H38 1.357 3.254 -3.090
H39 0.170 4.354 -3.959
H40 -0.621 -0.423 -4.783
H41 -2.093 -0.017 -4.033
H42 -0.716 1.883 -5.988
H43 -2.397 1.983 -5.333
C27 -6.591 4.183 -5.054
C28 -5.881 3.448 -6.175
O6 -4.549 3.320 -5.644
C29 -4.625 3.392 -4.305
O7 -3.708 3.148 -3.573
O8 -5.842 3.762 -3.899
H44 -7.636 3.908 -4.949
H45 -6.511 5.266 -5.144
H46 -6.284 2.450 -6.346
H47 -5.865 3.994 -7.113
C30 0.024 -6.155 3.729
C31 -0.445 -5.957 2.301
O9 -1.639 -5.184 2.481
C32 -1.553 -4.540 3.667
O10 -2.291 -3.680 4.023
O11 -0.497 -4.991 4.381
H48 1.105 -6.192 3.827
H49 -0.410 -7.041 4.194
H50 0.261 -5.375 1.705
H51 -0.669 -6.887 1.787
C33 3.744 -3.371 8.064
C34 2.490 -2.568 8.350
O12 2.465 -1.650 7.252
C35 3.167 -2.188 6.230
O13 3.193 -1.747 5.127
O14 3.834 -3.292 6.636
H52 3.677 -4.407 8.383
H53 4.638 -2.919 8.497
H54 1.586 -3.178 8.317
H55 2.525 -2.031 9.293

What is the formula in the first record?
C35H54N5O10RuS4

Which formula does entry 2 have?
C35H55BBiF5N14O6S2

What is the total charge in the third record?
+1

What is the total charge in the second record?
0